1.
{"formula": "C32H55B2LaN17O2S2", "method": "ωB97M-V/def2-TZVPD", "e_homo_ha": [-0.46613, -0.46612], "charge": 2, "spin_multiplicity": 2, "homo_lumo_gap_ev": [8.000, 5.237], "mol_weight_g_mol": 934.573, "symbols": ["La", "C", "C", "C", "C", "N", "N", "B", "N", "C", "C", "C", "C", "N", "N", "C", "C", "C", "C", "N", "N", "C", "C", "C", "C", "N", "H", "H", "H", "H", "H", "H", "H", "H", "H", "H", "H", "H", "H", "H", "H", "H", "H", "H", "H", "H", "N", "N", "N", "C", "N", "N", "H", "H", "H", "C", "N", "C", "C", "S", "N", "C", "C", "H", "H", "H", "H", "H", "H", "H", "H", "H", "H", "H", "H", "C", "C", "C", "O", "B", "O", "C", "C", "C", "H", "H", "H", "H", "H", "H", "H", "H", "H", "H", "H", "H", "S", "C", "N", "C", "C", "C", "N", "H", "H", "H", "H", "H", "H", "H", "H"], "xyz": [[0.06, 0.33, 0.26], [-3.68, 0.11, -0.91], [-3.31, -0.92, 0.10], [-4.15, -1.91, 0.64], [-3.36, -2.60, 1.52], [-2.13, -2.05, 1.51], [-2.10, -1.01, 0.64], [-0.89, -2.47, 2.32], [0.21, -2.90, 1.28], [0.77, -4.12, 1.21], [1.49, -4.20, 0.04], [1.31, -2.96, -0.58], [1.82, -2.54, -1.92], [0.54, -2.19, 0.18], [-0.43, -1.25, 3.17], [-0.66, -1.09, 4.48], [-0.13, 0.11, 4.87], [0.43, 0.66, 3.71], [1.15, 1.95, 3.59], [0.23, -0.18, 2.68], [-1.13, -3.63, 3.27], [-0.22, -4.10, 4.17], [-0.78, -5.16, 4.84], [-2.07, -5.30, 4.28], [-3.11, -6.30, 4.64], [-2.24, -4.38, 3.35], [-4.47, 0.74, -0.50], [-4.06, -0.37, -1.82], [-2.81, 0.72, -1.17], [-5.17, -2.09, 0.40], [-3.56, -3.45, 2.15], [0.62, -4.86, 1.97], [2.05, -5.04, -0.31], [2.55, -3.25, -2.28], [2.29, -1.55, -1.88], [1.00, -2.49, -2.63], [-1.19, -1.82, 5.06], [-0.14, 0.54, 5.86], [1.06, 2.50, 4.52], [0.72, 2.57, 2.79], [2.21, 1.79, 3.38], [0.74, -3.65, 4.28], [-0.35, -5.76, 5.61], [-2.71, -7.02, 5.35], [-3.46, -6.83, 3.76], [-3.96, -5.80, 5.10], [-0.30, 6.34, -0.51], [0.25, 5.13, -0.33], [1.43, 4.99, 0.21], [1.53, 3.67, 0.31], [0.45, 3.06, -0.17], [-0.36, 4.01, -0.58], [0.37, 7.10, -0.48], [-0.99, 6.38, -1.24], [2.38, 3.16, 0.71], [-0.82, -0.52, -6.61], [-0.75, -0.61, -5.16], [-1.67, -1.58, -4.60], [-0.13, 0.28, -4.37], [-0.80, 0.56, -2.82], [0.93, 0.97, -4.78], [1.84, 0.52, -5.82], [1.45, 2.05, -3.96], [-1.86, -0.65, -6.91], [-0.23, -1.31, -7.09], [-0.48, 0.45, -6.96], [-1.62, -2.49, -5.20], [-2.69, -1.20, -4.61], [-1.40, -1.80, -3.57], [1.64, -0.51, -6.09], [2.86, 0.56, -5.43], [1.79, 1.15, -6.71], [0.63, 2.56, -3.47], [1.99, 2.75, -4.60], [2.14, 1.66, -3.20], [5.07, 0.60, 1.97], [4.41, -0.08, 0.77], [4.63, -1.59, 0.85], [2.96, 0.12, 0.86], [2.47, 0.50, -0.35], [3.45, 0.72, -1.26], [4.76, 0.53, -0.64], [5.58, -0.37, -1.55], [5.45, 1.90, -0.56], [4.68, 0.17, 2.89], [4.88, 1.67, 1.99], [6.14, 0.43, 1.94], [4.23, -1.95, 1.80], [5.69, -1.84, 0.81], [4.10, -2.10, 0.05], [5.10, -1.33, -1.71], [6.57, -0.54, -1.13], [5.70, 0.11, -2.52], [4.87, 2.61, 0.03], [5.56, 2.31, -1.56], [6.44, 1.79, -0.13], [-1.99, 2.23, 1.89], [-3.39, 2.85, 1.16], [-3.38, 3.22, -0.12], [-4.58, 3.68, -0.80], [-5.45, 4.44, 0.19], [-5.73, 3.55, 1.39], [-4.50, 2.98, 1.89], [-2.50, 3.18, -0.61], [-5.14, 2.81, -1.20], [-4.30, 4.30, -1.65], [-6.38, 4.74, -0.27], [-4.91, 5.34, 0.52], [-6.42, 2.74, 1.11], [-6.21, 4.12, 2.19], [-4.45, 2.69, 2.85]]}

***

2.
{"formula": "C5H6O2", "method": "ωB97M-V/def2-TZVPD", "e_homo_ha": -0.27386, "charge": 0, "e_above_lowest_kj_mol": 221.09, "homo_lumo_gap_ev": 7.873, "mol_weight_g_mol": 98.101, "smiles": "C/C(C=C=O)=C\\O", "symbols": ["C", "C", "C", "C", "O", "C", "O", "H", "H", "H", "H", "H", "H"], "xyz": [[0.03, -0.33, 1.54], [-0.02, 0.11, 0.11], [0.83, 1.17, -0.34], [0.98, 1.21, -1.66], [1.41, 1.53, -2.71], [-0.76, -0.50, -0.87], [-1.57, -1.58, -0.61], [-0.98, -0.34, 1.97], [0.45, -1.33, 1.63], [0.65, 0.35, 2.12], [1.43, 1.74, 0.36], [-1.11, -0.03, -1.77], [-1.34, -2.00, 0.23]]}

***

3.
{"formula": "C2H3N3S", "method": "ωB97M-V/def2-TZVPD", "e_homo_ha": -0.37281, "charge": 0, "e_above_lowest_kj_mol": 107.96, "homo_lumo_gap_ev": 10.372, "mol_weight_g_mol": 101.134, "smiles": "[H]/N=C(/C#N)NS", "symbols": ["H", "N", "C", "C", "N", "N", "S", "H", "H"], "xyz": [[0.48, 1.96, -0.18], [-0.48, 1.66, -0.01], [-0.59, 0.42, -0.07], [-1.97, -0.20, 0.06], [-2.98, -0.73, 0.10], [0.42, -0.55, -0.18], [2.11, -0.26, 0.00], [0.15, -1.40, -0.65], [2.34, -0.29, 1.39]]}

***

4.
{"formula": "C12H25B2F3I2N2O11PS", "method": "ωB97M-V/def2-TZVPD", "e_homo_ha": -0.20583, "charge": -1, "e_above_lowest_kj_mol": 316.52, "homo_lumo_gap_ev": 7.403, "mol_weight_g_mol": 768.802, "symbols": ["C", "C", "C", "O", "C", "P", "O", "O", "O", "B", "B", "O", "O", "S", "O", "O", "C", "F", "F", "F", "O", "C", "I", "I", "H", "H", "H", "H", "H", "H", "H", "H", "H", "H", "H", "C", "C", "O", "N", "C", "H", "H", "H", "H", "H", "H", "H", "C", "C", "O", "N", "C", "H", "H", "H", "H", "H", "H", "H"], "xyz": [[2.78, 0.44, -4.63], [2.17, -0.89, -4.00], [1.05, -1.57, -4.95], [0.14, -2.27, -4.08], [-1.21, -1.81, -4.18], [-1.86, -2.16, -5.93], [-1.13, -3.66, -6.36], [-3.53, -2.55, -5.88], [-1.96, -2.79, -3.40], [-1.84, -2.38, -1.99], [-3.19, -2.48, -1.00], [-3.05, -1.93, 0.34], [-4.45, -3.08, -1.34], [-0.68, -3.69, -1.23], [-1.50, -4.50, -0.23], [-0.25, -4.69, -2.29], [0.77, -3.00, -0.26], [0.36, -2.76, 1.05], [1.36, -1.88, -0.82], [1.77, -3.99, -0.21], [-1.41, -0.97, -2.04], [-1.67, -0.50, -3.38], [-3.77, 0.15, -3.73], [-0.60, 1.39, -3.74], [2.35, 0.56, -5.67], [2.43, 1.35, -4.04], [3.91, 0.37, -4.70], [1.59, -0.57, -3.07], [2.95, -1.67, -3.73], [0.58, -0.72, -5.54], [1.62, -2.27, -5.65], [-0.49, -3.51, -7.08], [-3.64, -3.52, -5.82], [-2.23, -1.42, 0.41], [-5.13, -2.49, -0.94], [0.48, 0.64, 1.05], [1.09, 1.99, 0.77], [0.88, 2.60, -0.27], [1.89, 2.53, 1.73], [2.26, 1.97, 3.02], [-0.13, 0.35, 0.20], [1.27, -0.10, 1.18], [-0.16, 0.69, 1.93], [2.26, 3.44, 1.48], [1.94, 2.66, 3.80], [3.35, 1.88, 3.05], [1.81, 1.00, 3.18], [-0.41, 2.38, 7.67], [0.45, 3.10, 6.68], [1.00, 2.52, 5.75], [0.62, 4.44, 6.83], [0.05, 5.30, 7.85], [-0.45, 1.32, 7.42], [0.00, 2.48, 8.68], [-1.43, 2.78, 7.64], [1.21, 4.86, 6.13], [-0.55, 6.07, 7.36], [0.87, 5.78, 8.39], [-0.56, 4.75, 8.56]]}

***

5.
{"formula": "C4H27N2O9", "method": "ωB97M-V/def2-TZVPD", "e_homo_ha": -0.21256, "charge": -1, "e_above_lowest_kj_mol": 0.00, "homo_lumo_gap_ev": 8.736, "mol_weight_g_mol": 247.265, "symbols": ["N", "C", "C", "C", "O", "C", "N", "H", "H", "H", "H", "H", "H", "H", "H", "H", "H", "H", "H", "H", "O", "H", "H", "O", "H", "H", "O", "H", "H", "O", "H", "H", "O", "H", "H", "O", "H", "H", "O", "H", "H", "O"], "xyz": [[1.86, 0.69, 1.14], [0.68, 0.67, 0.25], [1.13, 0.30, -1.16], [0.31, 0.81, -2.36], [-1.09, 0.85, -2.11], [-0.47, -0.18, 0.80], [-1.37, 0.48, 1.73], [2.03, -0.18, 1.62], [1.77, 1.40, 1.87], [0.37, 1.72, 0.24], [2.15, 0.63, -1.31], [1.15, -0.80, -1.22], [0.59, 1.84, -2.58], [0.48, 0.19, -3.24], [-1.05, -0.49, -0.04], [-0.05, -1.08, 1.27], [-0.89, 1.01, 2.45], [-1.98, 1.15, 1.26], [-2.27, -1.65, 2.06], [-1.59, -2.82, 2.73], [-2.33, -2.59, 2.15], [-2.65, -1.54, -1.79], [-1.44, -0.31, -2.14], [-1.76, -1.44, -2.16], [1.27, -2.96, -0.24], [2.75, -2.76, 0.28], [1.89, -3.18, 0.51], [1.95, 3.21, -0.81], [3.15, 2.49, -0.32], [2.91, 3.25, -0.91], [-1.73, 1.87, -1.16], [-2.83, 2.96, -1.47], [-2.27, 2.63, -0.75], [-0.82, -2.36, -1.49], [-0.84, -3.61, -0.57], [-0.20, -3.09, -1.07], [1.07, -3.36, 3.29], [0.70, -2.73, 1.90], [0.47, -2.74, 2.86], [-0.14, 3.96, 0.92], [-0.82, 3.58, -0.39], [-0.10, 4.17, -0.02]]}

***

6.
{"formula": "C25H45BGeN6PtS3", "method": "ωB97M-V/def2-TZVPD", "e_homo_ha": -0.23547, "charge": 0, "e_above_lowest_kj_mol": 129.21, "homo_lumo_gap_ev": 6.838, "mol_weight_g_mol": 804.378, "symbols": ["Pt", "C", "C", "C", "C", "N", "C", "C", "N", "B", "N", "C", "C", "N", "C", "S", "C", "C", "C", "C", "N", "C", "C", "N", "C", "S", "C", "C", "C", "C", "C", "S", "H", "H", "H", "H", "H", "H", "H", "H", "H", "H", "H", "H", "H", "H", "H", "H", "H", "H", "H", "H", "H", "H", "H", "H", "H", "H", "H", "H", "H", "H", "H", "H", "H", "H", "C", "Ge", "C", "C", "C", "H", "H", "H", "H", "H", "H", "H", "H", "H", "H", "H"], "xyz": [[0.87, 0.58, 0.81], [0.42, 2.87, -4.64], [-1.06, 2.73, -4.28], [-1.84, 2.67, -5.59], [-1.51, 3.92, -3.43], [-1.37, 1.49, -3.50], [-2.66, 0.96, -3.51], [-2.69, -0.04, -2.62], [-1.45, -0.14, -2.04], [-1.07, -0.94, -0.82], [-0.40, -2.32, -1.05], [-0.50, -3.18, -2.11], [0.56, -4.01, -2.07], [1.33, -3.65, -0.97], [0.74, -2.60, -0.35], [1.19, -1.80, 1.15], [2.66, -4.32, -0.76], [3.43, -4.22, -2.07], [3.50, -3.69, 0.35], [2.37, -5.78, -0.40], [-2.12, -0.95, 0.32], [-2.84, -2.02, 0.79], [-3.31, -1.69, 2.01], [-2.87, -0.41, 2.30], [-2.12, 0.03, 1.26], [-1.31, 1.56, 1.05], [-3.02, 0.12, 3.69], [-4.50, -0.02, 4.09], [-2.12, -0.74, 4.59], [-2.63, 1.58, 3.84], [-0.63, 0.83, -2.56], [0.96, 1.14, -2.05], [0.49, 3.70, -5.34], [0.80, 1.97, -5.11], [1.04, 3.08, -3.77], [-1.55, 3.53, -6.20], [-2.92, 2.74, -5.46], [-1.61, 1.76, -6.14], [-1.27, 4.85, -3.94], [-0.99, 3.90, -2.47], [-2.58, 3.89, -3.25], [-3.43, 1.33, -4.15], [-3.51, -0.68, -2.32], [-0.16, -0.42, -0.34], [-1.31, -3.12, -2.82], [0.83, -4.83, -2.71], [3.47, -3.19, -2.42], [3.01, -4.84, -2.86], [4.46, -4.56, -1.91], [3.70, -2.64, 0.16], [4.44, -4.23, 0.36], [3.03, -3.77, 1.32], [1.79, -6.28, -1.17], [1.81, -5.84, 0.54], [3.31, -6.32, -0.28], [-2.96, -2.93, 0.22], [-3.92, -2.26, 2.69], [-4.84, -1.05, 4.07], [-5.13, 0.57, 3.42], [-4.62, 0.35, 5.10], [-2.48, -1.76, 4.66], [-2.10, -0.31, 5.59], [-1.11, -0.75, 4.20], [-3.19, 2.23, 3.17], [-1.57, 1.75, 3.68], [-2.88, 1.86, 4.87], [3.38, 3.41, 3.99], [2.76, 2.62, 2.30], [4.32, 2.14, 1.22], [1.74, 3.98, 1.33], [1.65, 1.06, 2.61], [4.05, 4.26, 3.79], [3.93, 2.68, 4.58], [2.54, 3.77, 4.57], [4.96, 3.00, 1.06], [4.00, 1.76, 0.25], [4.91, 1.36, 1.71], [2.34, 4.88, 1.18], [0.84, 4.26, 1.89], [1.42, 3.60, 0.36], [0.86, 1.29, 3.34], [2.23, 0.21, 2.99]]}

***

7.
{"formula": "C9H10N2S", "method": "ωB97M-V/def2-TZVPD", "e_homo_ha": [-0.30488, -0.29669], "charge": 0, "e_above_lowest_kj_mol": 515.24, "homo_lumo_gap_ev": [7.889, 6.981], "mol_weight_g_mol": 178.260, "symbols": ["C", "C", "C", "C", "C", "C", "C", "C", "C", "N", "N", "S", "H", "H", "H", "H", "H", "H", "H", "H", "H", "H"], "xyz": [[0.07, 1.43, -1.54], [-1.29, 1.67, 0.37], [0.62, 0.31, -1.08], [-0.85, 0.46, 0.84], [-0.88, 2.15, -0.85], [0.18, -0.21, 0.16], [-1.47, 3.38, -1.39], [0.59, -1.52, 0.72], [1.81, -4.24, 1.92], [-2.09, 4.20, -0.71], [1.23, -2.48, 0.22], [1.61, -2.92, -1.23], [0.29, 1.72, -2.63], [-2.06, 2.18, 0.78], [1.51, -0.27, -1.59], [-1.25, 0.10, 1.79], [-1.07, 3.49, -2.39], [0.24, -1.74, 1.71], [2.56, -3.59, 1.86], [1.79, -5.13, 1.41], [0.99, -4.04, 2.76], [-2.53, 5.04, -1.12]]}

***

8.
{"formula": "C2H3NO2", "method": "ωB97M-V/def2-TZVPD", "e_homo_ha": -0.38322, "charge": 0, "e_above_lowest_kj_mol": 1.21, "homo_lumo_gap_ev": 11.090, "mol_weight_g_mol": 73.051, "smiles": "O=CNC=O", "symbols": ["O", "C", "N", "C", "O", "H", "H", "H"], "xyz": [[2.21, 0.37, -0.54], [1.17, -0.19, -0.34], [0.00, 0.50, -0.01], [-1.19, -0.13, 0.28], [-1.38, -1.30, 0.10], [1.03, -1.28, -0.37], [0.12, 1.48, 0.19], [-1.96, 0.55, 0.69]]}

***

9.
{"formula": "C29H87N15O12", "method": "ωB97M-V/def2-TZVPD", "e_homo_ha": [-0.39432, -0.39432], "charge": 1, "spin_multiplicity": 2, "homo_lumo_gap_ev": [8.894, 2.992], "mol_weight_g_mol": 838.108, "symbols": ["C", "C", "C", "O", "C", "N", "H", "H", "H", "H", "H", "H", "H", "H", "H", "H", "H", "C", "C", "C", "O", "C", "N", "H", "H", "H", "H", "H", "H", "H", "H", "H", "H", "H", "C", "C", "C", "O", "C", "N", "H", "H", "H", "H", "H", "H", "H", "H", "H", "H", "H", "C", "C", "C", "O", "C", "N", "H", "H", "H", "H", "H", "H", "H", "H", "H", "H", "H", "C", "C", "C", "O", "C", "N", "H", "H", "H", "H", "H", "H", "H", "H", "H", "H", "H", "C", "C", "O", "H", "H", "H", "H", "H", "H", "C", "C", "O", "H", "H", "H", "H", "H", "H", "C", "O", "N", "N", "H", "H", "H", "H", "C", "O", "N", "N", "H", "H", "H", "H", "C", "O", "N", "N", "H", "H", "H", "H", "C", "O", "N", "N", "H", "H", "H", "H", "C", "O", "N", "N", "H", "H", "H", "H"], "xyz": [[-5.44, -3.78, 5.17], [-5.61, -3.18, 3.76], [-4.34, -2.65, 3.20], [-3.92, -1.55, 4.05], [-2.45, -1.43, 3.98], [-6.23, -4.17, 2.80], [-4.99, -3.08, 5.88], [-5.05, -4.80, 5.19], [-6.33, -3.93, 5.77], [-6.36, -2.39, 3.90], [-4.61, -2.26, 2.21], [-3.68, -3.51, 3.18], [-1.83, -2.31, 4.17], [-2.14, -0.64, 4.66], [-2.07, -1.15, 3.00], [-7.15, -4.29, 3.19], [-6.46, -3.82, 1.88], [4.20, 6.19, 4.57], [2.92, 5.68, 3.99], [2.92, 5.06, 2.57], [1.62, 5.03, 2.02], [1.63, 4.92, 0.61], [2.26, 4.94, 5.04], [3.84, 6.88, 5.33], [4.62, 6.78, 3.76], [4.99, 5.55, 4.94], [2.34, 6.59, 3.86], [3.39, 4.08, 2.57], [3.50, 5.78, 1.99], [1.66, 5.88, 0.10], [0.66, 4.45, 0.45], [2.41, 4.31, 0.15], [1.52, 4.40, 4.60], [2.97, 4.27, 5.29], [1.07, -6.50, 0.99], [1.10, -5.85, -0.37], [2.00, -4.53, -0.35], [1.51, -3.62, 0.66], [2.38, -2.43, 0.61], [1.55, -6.71, -1.43], [2.06, -6.42, 1.45], [0.91, -7.58, 1.00], [0.36, -6.03, 1.67], [0.11, -5.61, -0.76], [2.07, -4.03, -1.32], [3.03, -4.84, -0.17], [2.40, -1.80, 1.50], [2.18, -1.84, -0.28], [3.43, -2.71, 0.51], [1.46, -6.32, -2.36], [0.95, -7.52, -1.39], [3.82, 1.63, 0.98], [5.16, 1.27, 0.40], [6.41, 1.53, 1.30], [6.52, 2.95, 1.55], [6.68, 3.41, 2.91], [5.01, -0.16, 0.17], [3.67, 1.17, 1.96], [3.05, 1.27, 0.30], [3.77, 2.72, 1.00], [5.18, 1.81, -0.55], [7.36, 1.12, 0.96], [6.28, 1.04, 2.27], [7.49, 2.91, 3.44], [5.81, 3.23, 3.54], [6.88, 4.48, 2.90], [5.13, -0.53, 1.10], [5.87, -0.46, -0.27], [-3.51, -7.51, 0.08], [-3.67, -5.96, -0.18], [-2.63, -5.20, 0.56], [-2.67, -3.88, -0.04], [-1.61, -3.02, 0.41], [-3.29, -5.65, -1.58], [-2.70, -8.03, -0.43], [-4.42, -8.10, 0.02], [-3.19, -7.58, 1.12], [-4.67, -5.57, 0.04], [-1.60, -5.54, 0.53], [-2.85, -5.26, 1.63], [-1.49, -2.98, 1.49], [-1.95, -2.02, 0.13], [-0.72, -3.43, -0.07], [-3.47, -4.66, -1.67], [-2.29, -5.53, -1.49], [-0.29, 0.45, -0.15], [0.04, 1.95, -0.50], [0.68, 1.79, -1.79], [0.62, -0.13, -0.06], [-0.87, 0.08, -1.00], [-0.89, 0.33, 0.75], [0.98, 2.13, 0.00], [-0.74, 2.63, -0.17], [1.01, 2.60, -2.18], [-0.54, 6.24, -3.53], [0.84, 5.72, -3.21], [0.97, 4.33, -3.05], [-0.47, 7.12, -4.17], [-0.94, 6.58, -2.57], [-1.23, 5.50, -3.92], [1.25, 6.41, -2.46], [1.57, 6.00, -3.97], [1.04, 3.92, -3.91], [-4.10, 1.30, 1.33], [-3.50, 0.42, 0.72], [-4.33, 2.46, 0.81], [-4.65, 1.13, 2.52], [-3.94, 2.69, -0.09], [-5.23, 2.88, 0.98], [-4.78, 0.18, 2.84], [-5.10, 1.84, 3.07], [0.66, 2.22, -5.59], [1.46, 3.19, -5.40], [-0.41, 2.27, -6.29], [0.82, 1.04, -5.05], [-0.79, 3.08, -6.75], [-0.97, 1.43, -6.39], [1.45, 0.79, -4.30], [0.05, 0.41, -5.26], [-2.66, -1.26, -3.32], [-2.89, -2.39, -3.61], [-2.49, -0.24, -4.07], [-2.73, -0.98, -2.09], [-2.66, -0.38, -5.05], [-2.42, 0.67, -3.63], [-2.40, -0.06, -1.82], [-3.35, -1.49, -1.48], [-3.00, 3.19, -3.10], [-3.61, 3.01, -2.07], [-1.79, 2.90, -3.17], [-3.43, 3.56, -4.26], [-1.21, 3.69, -3.40], [-1.44, 2.40, -2.37], [-2.76, 3.29, -4.97], [-4.39, 3.72, -4.52], [3.23, -0.98, -2.92], [2.24, -1.23, -3.61], [3.24, 0.04, -2.12], [4.32, -1.81, -2.88], [3.89, -0.05, -1.36], [2.42, 0.62, -2.02], [4.36, -2.65, -3.44], [5.09, -1.51, -2.30]]}